Entry 1:
{"formula": "C47H46I2N5O3PRe", "method": "wB97M-V/def2-TZVPD", "elements": ["Re", "I", "C", "C", "C", "I", "C", "O", "C", "C", "N", "C", "C", "C", "C", "C", "C", "N", "C", "H", "H", "H", "H", "H", "H", "H", "H", "H", "H", "H", "O", "C", "O", "C", "C", "C", "C", "C", "C", "P", "C", "C", "C", "C", "C", "C", "C", "C", "C", "C", "C", "C", "H", "H", "H", "H", "H", "H", "H", "H", "H", "H", "H", "H", "H", "H", "C", "C", "C", "C", "C", "C", "C", "C", "C", "C", "C", "C", "N", "H", "H", "H", "H", "H", "H", "H", "H", "H", "H", "H", "H", "H", "H", "H", "H", "H", "N", "C", "C", "N", "C", "H", "H", "H", "H"], "xyz": [[0.7936, -0.2561, -1.1655], [2.2100, 4.8740, 4.4960], [2.0800, 3.8166, 2.7081], [1.6299, 4.4474, 1.5591], [1.5015, 3.7329, 0.3782], [0.8260, 4.7670, -1.2884], [1.8140, 2.3588, 0.2952], [1.6706, 1.6504, -0.8056], [2.3665, 1.7859, 1.4622], [2.8407, 0.3711, 1.3805], [1.7352, -0.5262, 1.0046], [1.9737, -1.8789, 1.5397], [2.5885, -2.8329, 0.5475], [3.5885, -3.7308, 0.8967], [3.9494, -4.7052, -0.0205], [3.2901, -4.7553, -1.2385], [2.3341, -3.7887, -1.5085], [2.0134, -2.8318, -0.6487], [2.4612, 2.4884, 2.6523], [1.3571, 5.4931, 1.5804], [3.2551, 0.0645, 2.3469], [3.6359, 0.2582, 0.6446], [0.8873, -0.1661, 1.4709], [1.0134, -2.3017, 1.8369], [2.5911, -1.8251, 2.4424], [4.0507, -3.6794, 1.8737], [4.7206, -5.4255, 0.2184], [3.5086, -5.5229, -1.9679], [1.7903, -3.7915, -2.4467], [2.8482, 1.9928, 3.5342], [-0.6170, -3.3066, 0.1235], [-0.9918, -2.2221, 0.5277], [-0.6644, -1.0610, 0.0519], [-1.9570, -2.1916, 1.6920], [-2.7533, -3.3267, 1.8402], [-3.6808, -3.4210, 2.8622], [-3.8008, -2.3755, 3.7759], [-2.9880, -1.2624, 3.6462], [-2.0683, -1.1465, 2.5995], [-0.9932, 0.3408, 2.4947], [-0.6585, 0.6751, 4.2675], [0.0141, -0.3079, 4.9970], [0.4086, -0.0760, 6.3026], [0.1527, 1.1536, 6.8996], [-0.5046, 2.1383, 6.1813], [-0.9082, 1.9014, 4.8720], [-2.2074, 1.6320, 2.0713], [-3.5854, 1.4430, 2.0313], [-4.4287, 2.4990, 1.7163], [-3.9053, 3.7586, 1.4529], [-2.5325, 3.9557, 1.4879], [-1.6898, 2.8938, 1.7769], [-2.6163, -4.1340, 1.1345], [-4.3015, -4.3028, 2.9509], [-4.5139, -2.4307, 4.5881], [-3.0614, -0.4648, 4.3756], [0.2143, -1.2731, 4.5421], [0.9223, -0.8521, 6.8558], [0.4646, 1.3395, 7.9190], [-0.7082, 3.0989, 6.6365], [-1.4232, 2.6806, 4.3251], [-4.0085, 0.4674, 2.2296], [-5.4983, 2.3362, 1.6808], [-4.5657, 4.5815, 1.2111], [-2.1143, 4.9324, 1.2764], [-0.6154, 3.0449, 1.7857], [1.7585, 0.4359, -5.2980], [0.6861, 1.4888, -5.0696], [1.0706, 2.4907, -3.9978], [-0.6707, 0.8530, -4.8314], [-1.5871, 1.0361, -5.8656], [-2.8556, 0.4977, -5.8349], [-3.2192, -0.2477, -4.7338], [-2.3544, -0.4588, -3.6614], [-2.9443, -1.2605, -2.5200], [-2.2029, -2.5688, -2.2804], [-3.2044, -0.3890, -1.2916], [-1.0579, 0.1032, -3.6990], [-0.1903, -0.0661, -2.5864], [2.7378, 0.8966, -5.4500], [1.5286, -0.1821, -6.1681], [1.8186, -0.2064, -4.4305], [0.5814, 2.0417, -6.0069], [1.2468, 2.0258, -3.0291], [0.2782, 3.2263, -3.8688], [1.9827, 3.0231, -4.2816], [-1.2754, 1.6194, -6.7234], [-3.5452, 0.6541, -6.6536], [-4.2091, -0.6838, -4.6831], [-3.9340, -1.5613, -2.8770], [-1.1564, -2.4375, -2.0234], [-2.2533, -3.1819, -3.1831], [-2.6727, -3.1291, -1.4705], [-2.3117, 0.1140, -0.9351], [-3.6002, -0.9892, -0.4679], [-3.9423, 0.3761, -1.5403], [4.8880, -0.0596, -2.4370], [4.5028, -1.1393, -3.2030], [3.1674, -1.2597, -3.0167], [2.7307, -0.2749, -2.1561], [3.7942, 0.4279, -1.8285], [5.8136, 0.3261, -2.3695], [5.1969, -1.7010, -3.7993], [2.4844, -1.9624, -3.4533], [3.7802, 1.3218, -1.2337]], "atomic_forces_ev_per_a": [[0.16, 0.14, -1.02], [-0.01, 0.03, 0.07], [-0.02, 0.05, -0.09], [0.00, -0.02, 0.07], [0.03, -0.11, 0.00], [-0.08, -0.01, -0.05], [-0.16, 0.11, 0.05], [0.00, 0.34, 0.62], [-0.02, -0.01, -0.10], [-0.05, -0.02, 0.01], [0.40, -0.40, -0.09], [0.10, 0.04, -0.06], [-0.19, 0.10, 0.03], [-0.05, -0.04, -0.01], [0.00, 0.01, -0.01], [-0.01, -0.02, -0.02], [0.07, -0.03, 0.13], [0.13, -0.23, -0.05], [0.05, -0.04, -0.01], [0.01, 0.02, 0.00], [-0.04, 0.11, -0.01], [0.11, 0.00, 0.01], [0.11, 0.00, 0.01], [-0.02, -0.07, -0.01], [-0.04, -0.02, -0.03], [0.01, 0.00, 0.01], [0.01, -0.01, 0.01], [0.02, -0.01, 0.00], [0.00, -0.01, -0.01], [-0.01, -0.02, 0.02], [0.16, -0.10, 0.04], [0.08, -0.20, -0.12], [-0.34, 0.43, 0.56], [-0.09, -0.18, -0.21], [-0.12, -0.06, 0.09], [0.05, 0.17, 0.03], [0.10, -0.06, -0.15], [0.00, -0.09, 0.12], [0.12, 0.21, 0.33], [-0.31, -0.02, 0.14], [-0.07, 0.02, -0.01], [-0.02, -0.01, -0.04], [0.04, 0.02, 0.05], [0.00, -0.01, 0.00], [0.00, -0.02, -0.01], [-0.02, 0.02, 0.08], [0.08, 0.13, -0.09], [-0.03, -0.02, -0.08], [0.05, 0.10, -0.01], [-0.06, -0.07, 0.01], [0.04, 0.03, -0.04], [0.02, -0.01, 0.01], [-0.01, -0.01, -0.01], [-0.01, -0.01, 0.02], [-0.01, -0.01, 0.00], [0.01, 0.02, 0.01], [0.01, -0.01, -0.02], [-0.01, -0.01, 0.01], [0.01, 0.00, 0.01], [0.01, 0.01, 0.00], [0.00, 0.00, 0.02], [-0.01, 0.05, -0.03], [-0.01, 0.00, -0.01], [0.00, 0.00, 0.01], [0.00, -0.02, -0.02], [-0.04, 0.00, 0.00], [-0.01, -0.05, -0.04], [-0.06, -0.01, -0.01], [0.11, 0.03, 0.09], [-0.02, 0.13, -0.26], [0.10, -0.07, -0.01], [0.01, -0.01, 0.00], [0.10, 0.00, 0.05], [-0.29, 0.04, -0.09], [-0.04, 0.00, -0.07], [0.04, -0.08, -0.04], [-0.01, 0.07, 0.04], [0.28, 0.07, 0.61], [-0.55, -0.41, -0.46], [0.01, 0.02, 0.01], [-0.01, 0.00, -0.01], [-0.06, -0.03, -0.07], [0.00, 0.04, 0.03], [-0.03, 0.05, -0.04], [-0.01, 0.02, -0.01], [0.00, 0.02, -0.02], [0.00, 0.01, -0.01], [-0.01, 0.01, -0.01], [-0.01, 0.00, 0.00], [0.00, 0.02, 0.02], [-0.03, 0.01, -0.04], [0.00, -0.01, -0.02], [0.00, -0.02, -0.01], [0.03, 0.03, 0.01], [-0.01, -0.01, 0.00], [-0.04, 0.01, 0.01], [-0.12, -0.02, -0.02], [-0.01, -0.02, -0.05], [0.19, -0.10, 0.08], [0.12, -0.19, 0.34], [0.22, 0.37, -0.25], [-0.03, 0.00, 0.02], [0.01, -0.02, -0.02], [0.00, -0.03, 0.05], [0.01, -0.04, 0.07]], "multiplicity": 2, "orbital_gap_ev": [6.3, 6.8], "energy_ha": -3333.1478, "s_squared": 0.76}


Entry 2:
{"formula": "C47H47AsCl5N12O6RbS", "method": "wB97M-V/def2-TZVPD", "elements": ["Rb", "N", "N", "C", "O", "O", "H", "H", "H", "Cl", "C", "C", "C", "Cl", "C", "Cl", "C", "Cl", "C", "Cl", "C", "N", "C", "N", "C", "N", "C", "C", "C", "C", "C", "C", "C", "N", "N", "C", "O", "C", "C", "C", "C", "C", "C", "N", "C", "N", "C", "N", "C", "H", "H", "H", "H", "H", "H", "H", "H", "H", "H", "H", "H", "H", "H", "H", "H", "C", "As", "C", "C", "S", "H", "H", "H", "H", "H", "H", "H", "H", "H", "C", "C", "N", "C", "C", "C", "O", "C", "C", "C", "C", "N", "C", "H", "H", "H", "H", "H", "H", "H", "H", "H", "H", "H", "H", "H", "H", "O", "C", "O", "C", "C", "C", "C", "C", "C", "H", "H", "H", "H", "H"], "xyz": [[-0.0157, -0.4187, 0.6350], [3.1435, -0.2345, 3.8092], [1.7081, -0.3887, 3.8516], [0.9031, 0.6685, 3.3296], [-0.2719, 0.3564, 2.9972], [1.4402, 1.8109, 3.3180], [3.2593, 0.7674, 3.7992], [3.4567, -0.5545, 2.9022], [1.4076, -1.2913, 3.5339], [-2.3383, 1.5328, -0.9811], [-3.0796, 0.1118, -1.7057], [-2.4016, -1.0879, -1.5732], [-3.0467, -2.1559, -2.1636], [-2.2927, -3.7429, -2.0160], [-4.2496, -2.0815, -2.8645], [-4.9518, -3.4797, -3.6261], [-4.8892, -0.8451, -2.9596], [-6.3960, -0.6977, -3.8022], [-4.2999, 0.2674, -2.3574], [-5.0986, 1.8104, -2.4446], [0.2433, -0.8988, -4.8234], [1.1296, -1.9261, -4.3046], [1.0001, -2.7037, -3.2117], [1.8655, -3.6987, -3.2714], [2.5293, -3.4589, -4.4336], [2.1129, -2.4064, -5.1030], [-0.8557, -1.5116, -5.6754], [-1.4062, -0.8517, -6.7689], [-2.3739, -1.4755, -7.5546], [-2.8018, -2.7663, -7.2721], [-2.2751, -3.4091, -6.1588], [-1.3240, -2.7742, -5.3728], [-2.6243, -4.7612, -5.7452], [-3.5013, -5.6156, -6.1550], [-3.3729, -6.7324, -5.3212], [-2.4553, -6.4387, -4.4600], [-1.9251, -5.2377, -4.7058], [-1.9412, -7.1500, -3.2946], [-2.5993, -8.2543, -2.7692], [-2.1366, -8.8254, -1.5948], [-1.0248, -8.3048, -0.9447], [-0.3503, -7.2105, -1.4740], [0.8162, -6.5865, -0.7278], [0.3837, -5.5395, 0.1954], [0.3873, -4.1988, 0.0377], [-0.1525, -3.6276, 1.0958], [-0.4946, -4.6869, 1.8753], [-0.1807, -5.8698, 1.3809], [-0.8090, -6.6439, -2.6531], [0.8515, -0.2250, -5.4173], [-0.1717, -0.3264, -3.9937], [0.2855, -2.5280, -2.4029], [3.3450, -4.0745, -4.7923], [-1.0632, 0.1482, -7.0208], [-2.7896, -0.9514, -8.4078], [-3.5414, -3.2674, -7.8867], [-0.9393, -3.3017, -4.5092], [-3.4822, -8.6339, -3.2710], [-2.6658, -9.6670, -1.1656], [-0.6919, -8.7314, -0.0045], [1.5176, -6.1299, -1.4223], [1.3222, -7.3468, -0.1422], [0.8098, -3.6889, -0.8284], [-0.9732, -4.5784, 2.8403], [-0.3147, -5.7611, -3.0535], [0.7317, 5.7583, -4.9758], [0.8652, 4.5373, -3.4549], [2.4879, 5.2540, -2.6565], [-0.8050, 4.9581, -2.5800], [1.0350, 2.6036, -4.1747], [0.4797, 6.7636, -4.6237], [-0.0427, 5.3989, -5.6478], [1.6809, 5.7792, -5.5049], [2.7597, 6.1637, -3.1910], [3.2561, 4.4959, -2.7861], [2.3716, 5.4698, -1.6003], [-0.6773, 5.7942, -1.8926], [-1.1300, 4.0802, -2.0407], [-1.5187, 5.2141, -3.3591], [0.4563, 8.0859, 4.3902], [1.6685, 7.1737, 4.5682], [1.6261, 5.9704, 3.7473], [1.1219, 4.7257, 4.3449], [-0.4014, 4.6472, 4.4315], [1.9290, 6.1105, 2.4302], [2.2068, 7.2058, 1.9372], [1.9088, 4.8795, 1.5718], [2.8270, 3.8477, 1.7027], [2.7580, 2.7745, 0.8370], [1.7946, 2.7794, -0.1579], [0.9429, 3.7991, -0.3332], [0.9983, 4.8087, 0.5308], [0.5344, 8.9526, 5.0550], [-0.4728, 7.5572, 4.6113], [0.4200, 8.4435, 3.3606], [1.7615, 6.8586, 5.6077], [2.5612, 7.7317, 4.2926], [1.5597, 4.6350, 5.3408], [1.4528, 3.8681, 3.7709], [-0.8175, 5.3270, 5.1821], [-0.6821, 3.6213, 4.6882], [-0.8421, 4.8741, 3.4557], [3.5733, 3.8767, 2.4889], [3.4371, 1.9383, 0.9347], [1.7073, 1.9570, -0.8615], [0.2922, 5.6250, 0.3800], [3.6439, -1.1029, 0.9179], [3.2682, -0.5255, -0.1256], [2.1083, -0.4984, -0.6095], [4.3402, 0.2572, -0.9003], [4.0337, 0.8127, -2.1407], [4.9819, 1.5576, -2.8349], [6.2438, 1.7604, -2.2856], [6.5543, 1.2096, -1.0458], [5.6058, 0.4584, -0.3596], [3.0395, 0.6612, -2.5475], [4.7302, 1.9792, -3.8031], [6.9845, 2.3427, -2.8230], [7.5353, 1.3692, -0.6130], [5.8258, 0.0188, 0.6071]], "atomic_forces_ev_per_a": [[-1.19, -0.42, -0.44], [-0.35, -0.45, 0.46], [-0.03, 0.61, -0.20], [0.19, 0.17, 0.61], [0.36, 0.38, 0.97], [-0.26, -0.37, -0.10], [-0.01, 0.38, 0.08], [0.05, -0.03, -0.47], [0.04, -0.27, -0.03], [0.02, 0.33, 0.03], [0.05, -0.31, -0.04], [-0.11, -0.03, -0.19], [0.00, 0.36, 0.03], [0.02, -0.28, 0.11], [-0.01, 0.00, -0.04], [-0.02, 0.07, 0.01], [0.11, -0.09, 0.07], [0.05, -0.01, 0.01], [-0.02, 0.06, -0.04], [0.01, -0.05, -0.02], [-0.16, -0.02, 0.01], [-0.05, 0.13, 0.13], [0.03, 0.15, -0.14], [0.14, -0.04, 0.18], [-0.01, -0.07, -0.03], [-0.19, -0.20, 0.29], [0.02, 0.12, -0.02], [0.05, 0.02, -0.08], [0.00, -0.01, 0.03], [-0.11, 0.04, 0.04], [0.13, 0.08, -0.05], [0.11, -0.03, 0.15], [-0.35, -0.27, -0.17], [0.10, -0.17, -0.06], [-0.25, 0.06, 0.12], [-0.20, -0.16, -0.46], [0.48, 0.23, 0.38], [0.21, 0.01, 0.13], [-0.10, -0.03, -0.06], [0.01, -0.05, 0.03], [-0.02, -0.04, 0.00], [0.06, 0.11, 0.15], [-0.36, 0.19, -0.07], [0.14, -0.05, -0.25], [0.10, -0.17, 0.14], [-0.07, -0.11, -0.03], [0.12, 0.04, 0.02], [-0.11, 0.35, -0.17], [-0.03, 0.19, -0.04], [0.06, 0.10, -0.04], [-0.01, -0.06, 0.13], [0.15, 0.19, -0.53], [-0.14, 0.09, 0.07], [-0.04, -0.08, 0.02], [0.03, -0.01, 0.05], [0.06, 0.06, 0.04], [-0.02, 0.13, -0.13], [0.05, 0.03, 0.05], [0.02, -0.01, -0.01], [-0.02, 0.02, -0.04], [0.05, 0.05, -0.06], [0.14, -0.03, 0.10], [-0.07, -0.36, 0.39], [0.09, -0.02, -0.15], [-0.01, -0.15, 0.06], [-0.06, 0.09, 0.13], [0.03, 0.46, -0.68], [-0.15, 0.03, 0.22], [0.21, 0.07, 0.23], [0.04, -0.31, 0.04], [0.05, -0.06, -0.03], [-0.06, -0.05, -0.01], [0.06, -0.03, -0.01], [-0.02, -0.04, -0.03], [0.01, -0.06, 0.00], [-0.03, -0.01, 0.06], [0.00, -0.02, -0.02], [-0.04, -0.13, 0.13], [-0.01, 0.01, -0.08], [-0.01, -0.01, -0.01], [-0.13, 0.02, -0.14], [0.03, -0.04, -0.02], [-0.20, 0.09, -0.09], [0.07, -0.04, 0.00], [-0.01, 0.10, 0.07], [-0.07, -0.21, 0.13], [0.17, 0.10, 0.00], [0.00, 0.08, 0.09], [0.10, -0.07, -0.04], [-0.11, 0.31, -0.18], [-0.06, -0.20, 0.14], [-0.08, -0.03, -0.13], [-0.02, -0.07, -0.04], [0.05, 0.05, 0.01], [-0.02, -0.02, 0.04], [0.00, -0.05, 0.03], [0.11, 0.02, 0.03], [0.07, 0.01, 0.01], [0.08, -0.09, -0.04], [0.01, -0.01, -0.08], [0.04, 0.12, -0.03], [0.01, -0.02, 0.10], [-0.07, -0.05, 0.00], [-0.06, 0.03, 0.02], [0.06, -0.01, 0.05], [0.04, -0.07, 0.01], [-0.16, 0.18, -0.27], [0.35, -0.19, 0.11], [1.07, -0.12, -0.61], [-0.17, 0.03, -0.10], [0.08, 0.02, -0.02], [-0.02, -0.04, 0.06], [-0.05, -0.06, 0.03], [-0.12, -0.03, -0.02], [0.08, 0.02, -0.03], [0.07, 0.02, 0.03], [-0.01, -0.01, 0.06], [-0.01, 0.00, 0.02], [0.01, 0.00, 0.00], [-0.04, 0.01, -0.05]], "orbital_gap_ev": 6.6, "energy_ha": -7886.9141, "total_charge": -2}